Below is one molecule with the formula CBrF2NO2 at a distorted geometry, with properties calculated with wB97M-V/def2-TZVPD.

Calculated values
* relative energy (zero: lowest compared OMol25 entry of this formula, charge and spin): 1.229 eV
* HOMO-LUMO gap: 0.314 Ha
* LUMO: -2.4428 eV
* highest occupied orbital energy: -10.978 eV
* electronic energy: -3016.9291 hartree
* SMILES: O=[N+]([O-])C(F)(F)Br

```
! wB97M-V def2-TZVPD RIJCOSX def2/J DEFGRID3
* xyz 0 1
Br 0.341 -1.521 1.798
O 0.968 1.502 -0.044
C -0.027 -0.469 -0.333
O -1.178 1.295 0.385
F 1.042 -0.794 -0.944
N -0.109 0.898 0.075
F -1.036 -0.911 -0.937
*
```


Below is one molecule with the formula CH4F2Si at a distorted geometry, with properties calculated with wB97M-V/def2-TZVPD.

Calculated values
* relative energy (zero: lowest compared OMol25 entry of this formula, charge and spin): 0.162 eV
* HOMO-LUMO gap: 0.468 Ha
* LUMO: 0.9324 eV
* highest occupied orbital energy: -11.801 eV
* electronic energy: -529.8443 hartree
* SMILES: C[SiH](F)F

```
! wB97M-V def2-TZVPD RIJCOSX def2/J DEFGRID3
* xyz 0 1
H 0.128 -1.982 -1.264
H 0.098 1.090 -0.579
H -0.609 0.871 1.184
H 0.993 0.418 0.714
F -0.583 -2.459 0.964
Si -0.568 -1.403 -0.225
F -2.109 -1.537 -0.640
C -0.059 0.433 0.295
*
```


Below is C17H19ClFeO7 as an isolated structure at a distorted geometry, with properties calculated with wB97M-V/def2-TZVPD.

Calculated values
* relative energy (zero: lowest compared OMol25 entry of this formula, charge and spin): 0.000 eV
* HOMO-LUMO gap (alpha / beta): 0.082 / 0.142 Ha
* LUMO (alpha / beta): 4.7235 / 2.2136 eV
* highest occupied orbital energy (alpha / beta): 2.482 / -1.641 eV
* <S²>: 6.24
* electronic energy: -2909.5671 hartree

```
! wB97M-V def2-TZVPD RIJCOSX def2/J DEFGRID3
* xyz -2 5
C 3.396 -2.686 5.241
H 0.705 3.050 4.748
C -0.786 -1.269 -3.432
C -0.855 -0.100 -2.671
H -1.766 1.841 -2.657
H -0.707 2.044 5.059
H 3.900 -3.652 5.323
C 2.903 -2.416 3.838
H -3.722 0.936 -5.249
O -0.989 3.257 -4.638
H -2.854 -1.121 -6.229
Fe -0.905 0.289 -4.865
H -1.277 -2.596 -5.075
O 2.213 -1.194 3.756
C -3.303 0.406 -3.123
O 0.947 1.065 4.423
C 0.383 2.098 5.192
H -4.122 1.101 -2.893
C -1.588 -1.683 -4.558
C -3.129 0.273 -4.616
O -0.986 0.585 -7.881
C -0.940 2.124 -4.734
C -0.939 0.474 -6.749
H 0.052 -1.937 -3.196
Cl 0.485 0.349 0.571
H -0.030 0.043 -1.965
H 2.560 -2.679 5.944
H 1.867 2.072 6.739
H -2.223 0.836 -1.315
C 0.937 0.099 -4.890
O 2.058 -1.757 1.561
H 4.089 -1.901 5.548
C 0.581 1.189 3.106
C -2.032 0.811 -2.397
C -2.585 -0.868 -5.197
O -0.109 2.122 2.708
C 1.005 0.187 2.172
C 1.792 -0.975 2.469
O 2.067 -0.035 -4.887
H -3.634 -0.563 -2.729
C 0.783 1.987 6.645
H 3.729 -2.373 3.114
H 0.315 2.756 7.263
H 2.217 -3.199 3.485
H 0.497 1.011 7.043
*
```


Below is one molecule with the formula C3H8N4S at a distorted geometry, with properties calculated with wB97M-V/def2-TZVPD.

Calculated values
* relative energy (zero: lowest compared OMol25 entry of this formula, charge and spin): 1.755 eV
* HOMO-LUMO gap: 0.330 Ha
* LUMO: 0.4874 eV
* highest occupied orbital energy: -8.504 eV
* electronic energy: -736.2536 hartree
* SMILES: [H]/N=C(\NN)N(S)C=C

```
! wB97M-V def2-TZVPD RIJCOSX def2/J DEFGRID3
* xyz 0 1
N 1.678 -1.114 -0.454
H -2.489 -3.086 -0.226
H -1.606 0.595 1.829
C 0.915 -0.100 -0.235
H 2.641 -0.794 -0.561
H 2.924 2.210 -0.786
C -0.988 -1.621 -0.258
H -0.228 -2.254 -0.640
C -2.238 -2.026 0.014
N 1.295 1.235 -0.215
H -3.037 -1.404 0.334
N -0.483 -0.303 -0.065
H 2.908 1.736 0.752
S -1.503 0.916 0.512
H 0.695 1.923 0.249
N 2.666 1.454 -0.161
*
```


What is the formula in the second record? CH4F2Si